a:
The following is a DFT calculation (ωB97M-V/def2-TZVPD) of an isolated molecule of C8H13NO.

Geometry as XYZ:
```
23
Properties=species:S:1:pos:R:3
C 1.5227 1.9701 -0.2692
C 3.4236 0.3223 -0.2070
C 3.9703 -0.5097 0.6796
C -0.4408 0.4670 -0.4793
C -2.3419 1.8505 0.4306
C 0.3139 -1.8125 -0.0896
C -1.9465 0.5325 -0.1197
C 0.0458 -0.7608 -1.1548
N 0.3014 1.4997 -0.1911
O 2.7385 1.4016 -0.2645
H 1.7466 2.9721 -0.1384
H 4.5612 -1.2514 0.2583
H 3.8184 -0.3792 1.8425
H -1.6705 2.0678 1.1597
H -3.3135 1.6935 1.0487
H -2.3390 2.7108 -0.2271
H 1.1821 -2.4708 -0.3512
H -0.5593 -2.4172 -0.0281
H 0.2607 -1.2985 0.9786
H -2.6259 0.5106 -0.9431
H -2.0088 -0.4371 0.5139
H -0.5064 -1.2411 -1.9559
H 0.9597 -0.5790 -1.5797
```

Multiplicity: 1
Net charge: 0
LUMO (alpha / beta), eV: 0.1 / 0.1

These are the Löwdin partial charges, in e, on atoms 1 to 4: number 1, C, carries -0.1485; number 2, C, carries -0.1592; number 3, C, carries -0.0239; number 4, C, carries -0.2725

=====

b:
The following is a DFT calculation (ωB97M-V/def2-TZVPD) of an isolated molecule of C8H13NO.

Geometry as XYZ:
```
23
Properties=species:S:1:pos:R:3
C -1.5336 1.3967 1.8331
C -0.3549 0.9872 1.4070
C 0.0332 0.9772 -0.0879
C -0.1239 2.3318 -0.8129
C 1.3438 0.3364 -0.3547
C 1.0307 -1.2162 -0.0406
N -0.3488 -1.3916 -0.6073
C -0.6947 -2.7849 -0.5712
C -0.9783 -0.2282 -0.7180
O -2.0541 0.0444 -1.1532
H -1.7730 1.4531 2.8649
H -2.0907 1.8490 1.0504
H 0.4691 0.5989 2.0410
H 0.8342 2.8750 -0.3716
H -0.9278 3.0071 -0.7842
H 0.0335 2.1485 -1.9208
H 2.0687 0.6289 0.3479
H 1.8626 0.4166 -1.3617
H 1.7222 -1.9446 -0.5009
H 0.8815 -1.3663 1.0082
H -0.6237 -3.1434 0.5353
H -1.6656 -2.9866 -1.0090
H 0.1639 -3.3358 -1.1265
```

Multiplicity: 1
Net charge: 0
SMILES: C=C[C@@]1(C)CCN(C)C1=O
LUMO, eV: 0.8

These are the Löwdin partial charges, in e, on atoms 1 to 4: number 1, C, carries 0.0409; number 2, C, carries -0.1153; number 3, C, carries -0.4158; number 4, C, carries -0.0317

=====

The most stable of them is b.

=====

a:
The following is a DFT calculation (ωB97M-V/def2-TZVPD) of a cluster of 2 separate species, C3H9N4 in total.

Geometry as XYZ:
```
16
Properties=species:S:1:pos:R:3
C 1.1598 -0.2062 -0.2651
C -1.0503 0.9825 1.2804
C -0.9568 0.7117 -0.1725
N -2.3447 -0.8535 -1.2772
N -1.8247 0.0286 -0.6997
N 1.3272 -1.1108 -1.2092
N 2.0218 0.0169 0.7311
H -2.0091 1.4377 1.5592
H -1.1760 0.0288 1.7134
H -0.2555 1.5063 1.7579
H -0.6722 1.6464 -0.8303
H -1.7372 -1.6649 -1.5958
H 0.4936 -1.3973 -1.7917
H 2.1658 -1.6612 -1.3853
H 1.8152 0.7829 1.4015
H 3.0431 -0.2478 0.7834
```

Multiplicity: 3
Net charge: +1
⟨S²⟩: 2.037
LUMO (alpha / beta), eV: -3.3 / -6.5

These are the Löwdin partial charges, in e, on atoms 1 to 4: number 1, C, carries -0.1639; number 2, C, carries -0.0610; number 3, C, carries -0.2502; number 4, N, carries 0.1498

=====

b:
The following is a DFT calculation (ωB97M-V/def2-TZVPD) of a cluster of 2 separate species, C3H9N4 in total.

Geometry as XYZ:
```
16
Properties=species:S:1:pos:R:3
C -1.7749 -0.5524 -0.0467
C 2.2309 0.7461 -0.0475
C 2.7764 -0.6643 0.2924
N -0.5895 -1.0056 -0.1380
N 0.9743 0.9408 -0.2083
N -2.7712 0.0803 -0.0318
N -3.9729 0.4683 0.0258
H 2.8861 1.5596 0.0422
H 3.1815 -1.0759 -0.5428
H 1.8407 -1.1633 0.5626
H 3.4747 -0.6318 1.0191
H -0.2110 -1.8053 -0.5991
H 0.1530 -0.1703 -0.2090
H 0.6260 1.8534 -0.4899
H -4.2361 1.3154 -0.4513
H -4.5883 0.1051 0.8221
```

Multiplicity: 3
Net charge: +1
⟨S²⟩: 2.007
LUMO (alpha / beta), eV: -3.4 / -7.5

These are the Löwdin partial charges, in e, on atoms 1 to 4: number 1, C, carries -0.0513; number 2, C, carries -0.2372; number 3, C, carries -0.0125; number 4, N, carries 0.1765

=====

The most stable of them is a.

=====

a:
The following is a DFT calculation (ωB97M-V/def2-TZVPD) of the ion C3H3N2O with charge +1.

Geometry as XYZ:
```
9
Properties=species:S:1:pos:R:3
C -0.5452 -0.6187 1.4616
C -0.7057 0.2983 0.5775
C -0.6537 0.8209 -0.6175
N 0.5094 0.5521 -1.3216
N 1.5533 0.1188 -1.2339
O 2.5840 -0.2533 -1.4995
H -0.7971 -1.6695 1.2828
H -0.4023 -0.5765 2.4391
H -1.5428 1.3280 -1.0886
```

Multiplicity: 1
Net charge: +1
SMILES: C=C=C[N+]#[N+][O-]
LUMO, eV: -6.5

These are the Löwdin partial charges, in e, on atoms 1 to 4: number 1, C, carries 0.1214; number 2, C, carries -0.0007; number 3, C, carries -0.0557; number 4, N, carries 0.2666

=====

b:
The following is a DFT calculation (ωB97M-V/def2-TZVPD) of the ion C3H3N2O with charge +1.

Geometry as XYZ:
```
9
Properties=species:S:1:pos:R:3
N -2.0368 0.8109 1.4154
C -1.2516 0.6383 0.6246
C -0.3566 0.4748 -0.5040
C 0.5374 -0.7481 -0.3675
N 1.3768 -0.7552 0.5708
O 2.1190 -0.6421 1.4178
H 0.1869 1.3510 -0.5972
H -0.8514 0.3944 -1.4338
H 0.2761 -1.5240 -1.1262
```

Multiplicity: 1
Net charge: +1
SMILES: N#CCC=[N+]=O
LUMO, eV: -8.5

These are the Löwdin partial charges, in e, on atoms 1 to 4: number 1, N, carries 0.2271; number 2, C, carries -0.1929; number 3, C, carries -0.0759; number 4, C, carries 0.0849

=====

c:
The following is a DFT calculation (ωB97M-V/def2-TZVPD) of the ion C3H3N2O with charge +1.

Geometry as XYZ:
```
9
Properties=species:S:1:pos:R:3
N 0.6340 -0.5472 -0.2963
C -0.7178 -0.3907 -0.0564
C -1.5767 0.8048 0.2148
C -2.8018 0.0094 -0.0246
O -3.9069 -0.0238 -0.3325
N -1.8232 -0.9626 0.4778
H 1.0569 0.3716 -0.4428
H 1.0542 -1.5156 -0.1489
H -1.1894 1.5995 0.8298
```

Multiplicity: 1
Net charge: +1
SMILES: [NH2+]=C1[C@H]2C(=O)N12
LUMO, eV: -6.3

These are the Löwdin partial charges, in e, on atoms 1 to 4: number 1, N, carries 0.2376; number 2, C, carries -0.1981; number 3, C, carries 0.2522; number 4, C, carries -0.3777

=====

The most stable of them is c.